Density functional theory data (ωB97M-V/def2-TZVPD) for a 17-piece molecular cluster, C68H136O30S13 overall in a non-equilibrium geometry.

Cartesian coordinates (Å):
C  19.1676  16.9419  17.8591
C  18.5719  16.9602  16.4809
C  18.0313  15.4885  16.4111
O  17.7323  15.0582  17.7266
C  18.4577  15.8567  18.6960
H  19.0862  17.8914  18.3311
H  20.2089  16.7606  17.7262
H  19.3022  17.1721  15.6459
H  17.6653  17.6260  16.4952
H  18.8097  14.8288  15.9719
H  17.1717  15.3270  15.7625
H  19.2052  15.3122  19.1891
H  17.6939  16.1281  19.3683
C  19.6405  15.5750  25.3369
C  21.1207  15.9466  25.5957
C  21.2997  15.7406  27.1219
O  20.2281  14.8189  27.5015
C  19.1366  15.2413  26.7676
H  19.6016  14.6915  24.6592
H  19.0720  16.3912  24.8837
H  21.1635  16.9862  25.2771
H  21.8509  15.3396  25.0806
H  21.1356  16.6432  27.7539
H  22.2038  15.1789  27.3621
H  18.7912  16.2146  27.2450
H  18.3378  14.4439  26.8141
C  21.2572  20.8724  16.3912
C  20.9316  19.3975  16.1539
C  21.8199  19.0572  14.9714
O  21.7904  20.2054  14.1090
C  21.5335  21.3409  14.9450
H  22.1793  20.9456  17.0111
H  20.4823  21.4215  16.8822
H  19.8693  19.1790  15.8012
H  21.1289  18.7581  17.0236
H  21.5086  18.2246  14.3637
H  22.8456  18.8778  15.3356
H  20.6314  21.8324  14.4930
H  22.3895  21.9960  15.0056
C  16.4256  18.7444  12.9425
C  17.7979  19.3894  13.0197
C  17.6405  20.4928  14.0714
O  16.2640  20.7614  14.1865
C  15.5456  19.9658  13.1403
H  16.2361  18.0382  13.7070
H  16.2272  18.2558  11.9954
H  17.9327  19.8652  12.0254
H  18.6620  18.7507  13.2140
H  18.1917  21.4290  13.9113
H  18.0732  20.1357  15.0300
H  15.3832  20.5818  12.2578
H  14.6151  19.6614  13.6452
C  15.4759  11.3460  18.2443
C  14.0238  11.2803  17.9439
C  13.9431  10.9531  16.4585
S  15.1642  11.9133  15.7220
O  14.5195  13.1281  15.2285
O  15.9810  11.1808  14.7338
C  16.0727  12.2752  17.1775
H  15.8944  10.3317  18.3439
H  15.6038  11.7864  19.2447
H  13.6290  12.2637  18.1639
H  13.5867  10.5182  18.5503
H  13.0266  11.2935  15.9351
H  14.1801  9.9555  16.1732
H  15.9108  13.3247  17.3574
H  17.1302  12.1239  16.9664
C  26.6184  17.6814  18.8129
C  26.1483  17.7124  20.2632
C  24.9049  18.4836  20.2025
S  24.0847  17.8896  18.7257
O  23.7402  19.0300  17.9143
O  22.9505  16.9472  18.9955
C  25.4800  17.0424  18.0442
H  27.5222  17.0548  18.6733
H  26.8456  18.6248  18.3382
H  26.8306  18.0907  20.9525
H  25.9950  16.6927  20.6550
H  25.0616  19.5264  20.1670
H  24.2494  18.2293  21.0266
H  25.5001  17.3452  16.9648
H  25.4396  15.9636  18.2468
C  19.3970  19.5069  22.6619
C  19.7013  18.8621  21.2850
C  21.0361  19.3542  20.7485
S  21.9679  19.5092  22.2455
O  23.0291  20.4934  22.1447
O  22.3998  18.1825  22.6069
C  20.7096  20.0727  23.3163
H  18.8047  18.8004  23.2753
H  18.6595  20.3290  22.5325
H  18.9139  19.0769  20.5807
H  19.7168  17.7899  21.5199
H  20.8829  20.3451  20.5059
H  21.5750  18.7344  20.0708
H  20.7257  21.1595  23.4466
H  21.0880  19.6218  24.2689
C  23.4340  15.0447  21.5552
C  21.9583  15.5291  21.7842
C  21.0269  14.3309  21.4802
S  21.7588  13.5921  20.0446
O  21.0853  14.1390  18.8806
O  21.7383  12.1666  20.2074
C  23.4672  14.2680  20.2489
H  23.8165  14.4269  22.3997
H  24.1200  15.8830  21.4575
H  21.8167  16.3658  21.1206
H  21.7983  15.9067  22.7967
H  20.0313  14.6850  21.1355
H  20.8850  13.5916  22.3021
H  23.5688  14.9587  19.4340
H  24.1559  13.4160  20.2121
C  23.1460  18.4668  10.8452
C  23.2476  17.1672  10.1147
C  22.1340  16.2666  10.6081
S  20.8307  17.3836  11.0271
O  20.7100  17.2251  12.4518
O  19.6248  17.2334  10.2456
C  21.6914  18.9273  10.7136
H  23.8049  19.2447  10.4735
H  23.4216  18.3242  11.8600
H  24.2126  16.6817  10.1591
H  23.0872  17.3965  9.0961
H  22.3356  15.6251  11.4696
H  21.7853  15.6481  9.7886
H  21.4604  19.6172  11.4899
H  21.4850  19.2757  9.6899
C  15.3594  13.5667  23.4830
C  16.4898  13.4948  22.4084
C  16.1714  14.6347  21.4905
S  14.4382  14.6423  21.1948
O  14.0836  13.6104  20.2923
O  13.8675  15.9265  21.0002
C  14.0369  14.0140  22.9053
H  15.7125  14.2792  24.2014
H  15.3999  12.6036  24.0036
H  16.5043  12.5153  21.9154
H  17.4296  13.5536  22.9696
H  16.5648  14.6018  20.4939
H  16.4486  15.5424  21.9813
H  13.3462  13.2128  22.6445
H  13.5556  14.8778  23.4014
C  20.3843  10.6463  17.2122
C  20.4286  9.1089  17.5315
C  21.8505  8.6578  17.2911
S  22.1460  9.3611  15.6311
O  21.4800  8.5195  14.6869
O  23.5306  9.7250  15.3964
C  21.0920  10.8263  15.8783
H  20.8763  11.1556  18.0012
H  19.3446  11.0817  17.1103
H  19.8410  8.6018  16.7964
H  20.0392  8.8351  18.5046
H  21.9767  7.6105  17.1963
H  22.5651  9.1011  18.0237
H  20.5652  10.9410  14.9623
H  21.8676  11.5869  15.9936
C  10.3879  15.6603  12.9628
C  11.2420  14.7387  13.8571
C  12.4848  14.3038  13.0696
S  13.0373  15.8260  12.4511
O  13.7082  15.7439  11.1737
O  13.7655  16.4723  13.4919
C  11.3996  16.6060  12.2855
H  9.6844  16.2292  13.5801
H  9.8485  15.0014  12.2783
H  10.6878  13.8442  14.2163
H  11.4301  15.2909  14.7460
H  12.1582  13.8245  12.1525
H  13.2632  13.7701  13.6539
H  11.2285  16.8610  11.2583
H  11.4226  17.5635  12.8398
C  17.5114  23.0763  16.8454
C  15.9483  22.7347  16.8380
C  15.9921  21.3441  17.5436
S  16.9785  21.6365  18.9434
O  17.7957  20.4514  19.1277
O  16.1925  22.0968  20.0475
C  17.9400  22.9672  18.2597
H  17.5771  24.0777  16.4690
H  17.9981  22.4014  16.1524
H  15.5911  22.6636  15.7948
H  15.3360  23.4404  17.4480
H  16.5754  20.6610  16.8313
H  15.0250  20.9109  17.8655
H  18.9749  22.6150  18.4357
H  17.6548  23.8672  18.7695
C  16.9588  14.1962  12.4838
C  17.1366  12.8086  11.7583
C  18.3726  12.1222  12.3324
S  19.4397  13.4079  12.8379
O  20.5257  13.4455  11.9082
O  19.7325  13.1623  14.2249
C  18.3606  14.8287  12.5587
H  16.5022  14.0460  13.5164
H  16.1961  14.7558  11.9592
H  17.2102  12.8148  10.6935
H  16.4014  12.0747  12.0005
H  18.9946  11.5892  11.6435
H  18.0275  11.6064  13.2277
H  18.5390  15.2739  11.6081
H  18.5930  15.4995  13.3834
C  12.8254  19.5713  22.3411
C  13.5428  19.1134  21.0604
C  15.0556  19.3025  21.3501
S  15.1906  19.0056  23.0530
O  15.5654  20.3425  23.5540
O  16.0396  17.8823  23.3335
C  13.5198  18.7700  23.4482
H  11.7430  19.4777  22.3560
H  13.0538  20.6540  22.4531
H  13.3017  19.7107  20.1419
H  13.2525  18.0999  20.8119
H  15.2681  20.3356  21.2846
H  15.7213  18.6673  20.7588
H  13.2332  19.1542  24.4751
H  13.3032  17.6906  23.4531
C  13.8097  16.1903  17.3733
C  14.7564  17.3329  17.1439
C  14.0902  18.1613  16.0854
S  12.3456  18.1696  16.5426
O  11.5526  17.8214  15.3537
O  11.9320  19.3602  17.2516
C  12.4099  16.8066  17.6556
H  14.1120  15.5651  18.2195
H  13.8046  15.6722  16.4285
H  15.6637  16.8107  16.7525
H  14.8886  17.8163  18.0966
H  14.1395  17.6094  15.1219
H  14.4627  19.1770  15.8908
H  11.5043  16.2419  17.5387
H  12.5504  17.2011  18.6779
C  23.3974  13.9805  13.5202
C  22.6004  14.8971  14.4834
C  23.5263  15.5385  15.5286
S  25.0889  14.6337  15.3472
O  25.4794  14.0905  16.6749
O  26.0522  15.4236  14.6376
C  24.4720  13.3006  14.3130
H  23.8818  14.6203  12.7580
H  22.7303  13.3153  13.0021
H  21.9196  14.2901  15.0691
H  21.9969  15.6438  13.9462
H  23.1468  15.3053  16.5072
H  23.6966  16.5967  15.4618
H  24.0768  12.5491  14.9969
H  25.2668  12.9634  13.6610

Computed properties:
- HOMO energy: -9.46 eV
- F_max: 0.0739 hartree/bohr